1.
{"formula": "C17H34O2", "method": "the ωB97M-V functional and the def2-TZVPD basis", "species": ["C", "H", "C", "C", "C", "C", "C", "C", "C", "C", "C", "C", "C", "C", "C", "H", "H", "C", "C", "O", "O", "C", "H", "H", "H", "H", "H", "H", "H", "H", "H", "H", "H", "H", "H", "H", "H", "H", "H", "H", "H", "H", "H", "H", "H", "H", "H", "H", "H", "H", "H", "H", "H"], "coordinates": [[3.28270, 1.32362, 3.80292], [3.32135, 0.23669, 4.05381], [2.23969, 2.02974, 4.43560], [0.90911, 1.66320, 4.26810], [0.78635, 0.28831, 4.86457], [-0.88347, 0.03069, 4.90800], [-1.50499, 0.08615, 3.53637], [-0.76903, -1.26428, 2.56183], [-1.46976, -1.34312, 1.23566], [-0.89830, -2.32212, 0.24609], [0.39289, -2.28299, 0.02616], [0.90986, -0.98323, -0.62393], [0.39541, -0.60004, -2.11729], [0.59886, 0.60252, -2.77348], [-0.00810, 0.89130, -4.02902], [0.20139, 2.06074, -4.32756], [-1.07510, 1.22089, -3.82275], [0.04823, 0.02972, -5.09767], [-0.71098, 0.30873, -6.47040], [-0.25439, 1.12712, -7.21208], [-1.88265, 0.02257, -6.31736], [-2.88686, 0.60859, -7.30141], [-2.83450, 1.60994, -7.47064], [-3.88394, 0.29686, -7.17868], [-2.32743, -0.14839, -8.38507], [1.08454, -0.22788, -5.44712], [-0.25165, -0.89621, -4.86066], [0.51356, 1.34451, -2.09412], [1.71594, 0.61412, -2.94264], [-0.90520, -0.45463, -1.92582], [0.30215, -1.61016, -2.69799], [0.77644, -0.09683, -0.04082], [1.93388, -0.83819, -0.92651], [1.25902, -2.20905, 0.85424], [0.88786, -2.94289, -0.70068], [-1.70085, -2.48578, -0.64393], [-0.95198, -3.44625, 0.74820], [-2.76094, -1.27964, 1.37308], [-1.50090, -0.30241, 0.71058], [-0.99961, -2.14113, 3.17866], [0.15661, -0.70762, 2.33483], [-1.62858, 0.99968, 3.14959], [-2.54464, -0.31989, 3.62356], [-0.97045, -0.92652, 5.37206], [-1.47734, 0.57716, 5.54078], [1.17204, -0.44513, 4.25459], [0.90583, 0.39291, 5.88626], [0.76828, 1.76994, 3.10792], [0.18891, 2.26240, 4.74063], [2.36193, 3.14392, 4.40426], [2.51120, 2.00583, 5.63212], [3.12785, 1.18170, 2.75345], [4.32975, 1.54482, 3.80372]], "de_lowest_kj_mol": 1296.5, "homo_ev": -9.45, "orbital_gap_ev": 10.12}

=====

2.
{"formula": "C18H52AsF6O8", "method": "the ωB97M-V functional and the def2-TZVPD basis", "species": ["As", "F", "F", "F", "F", "F", "F", "C", "C", "O", "H", "H", "H", "H", "H", "H", "C", "C", "O", "H", "H", "H", "H", "H", "H", "C", "C", "O", "H", "H", "H", "H", "H", "H", "C", "C", "O", "H", "H", "H", "H", "H", "H", "C", "C", "O", "H", "H", "H", "H", "H", "H", "C", "C", "O", "H", "H", "H", "H", "H", "H", "C", "C", "C", "O", "H", "H", "H", "H", "H", "H", "H", "H", "C", "C", "C", "O", "H", "H", "H", "H", "H", "H", "H", "H"], "coordinates": [[-16.24210, -4.03403, 15.33379], [-14.75878, -3.02097, 15.64757], [-15.77555, -4.41005, 13.62979], [-17.71947, -4.95276, 14.87217], [-16.88883, -3.95437, 17.03287], [-16.96928, -2.44968, 14.91278], [-15.38591, -5.58047, 15.78840], [-16.39323, -4.12297, 20.11979], [-15.66946, -3.67244, 21.39418], [-16.65629, -3.32662, 22.40554], [-15.66126, -4.43075, 19.37307], [-17.10549, -3.42238, 19.68396], [-16.87627, -5.07760, 20.32824], [-14.96315, -2.90543, 21.07647], [-15.03065, -4.52563, 21.62241], [-16.13405, -2.85708, 23.06006], [-16.11912, -0.63682, 18.87424], [-17.44790, -0.68150, 18.10710], [-17.86079, 0.67491, 17.87157], [-15.76232, -1.66159, 18.97752], [-16.35825, -0.26284, 19.86976], [-15.35119, 0.00387, 18.44075], [-18.30975, -1.10473, 18.62304], [-17.26769, -0.99407, 17.07854], [-17.57100, 0.80252, 16.96529], [-20.30433, -2.38369, 13.64113], [-20.35007, -2.99237, 14.99188], [-20.62015, -4.40387, 14.98181], [-21.27816, -2.04015, 13.29223], [-19.66793, -2.96317, 12.97232], [-19.85633, -1.39004, 13.64880], [-21.06097, -2.44770, 15.61321], [-19.34202, -2.78131, 15.34875], [-19.76363, -4.83522, 14.93813], [-14.93695, -8.04303, 12.99556], [-16.24515, -8.19370, 13.79235], [-17.11400, -7.17851, 13.32845], [-14.28863, -8.88665, 13.23237], [-14.46155, -7.11815, 13.32221], [-15.04125, -7.98155, 11.91231], [-16.11957, -8.07115, 14.86814], [-16.77673, -9.14507, 13.81295], [-16.99408, -6.41471, 13.89750], [-12.12740, -5.65676, 14.46511], [-11.90446, -7.15847, 14.81166], [-11.48319, -7.61835, 13.53438], [-11.17208, -5.15044, 14.32682], [-12.62908, -5.11487, 15.26684], [-12.59923, -5.48252, 13.49810], [-12.88228, -7.55981, 15.07786], [-11.19558, -7.31559, 15.62462], [-11.51625, -8.57547, 13.46760], [-16.12637, 0.52638, 11.93276], [-17.30767, 0.47301, 12.88770], [-16.77446, 0.19187, 14.14255], [-15.59901, -0.42502, 11.86317], [-15.33488, 1.24919, 12.13070], [-16.47445, 0.76661, 10.92815], [-18.11539, -0.17612, 12.54964], [-17.69537, 1.49173, 12.88792], [-16.59896, -0.75193, 14.14905], [-16.06401, -5.67583, 9.36291], [-16.02917, -4.53237, 10.35989], [-16.50534, -3.19217, 9.73359], [-16.89489, -4.80923, 11.45046], [-17.04782, -5.93820, 8.97386], [-15.87657, -6.58662, 9.93161], [-15.36844, -5.58334, 8.52879], [-15.03677, -4.43107, 10.79920], [-17.48802, -3.17328, 9.26232], [-15.73952, -2.80255, 9.06291], [-16.76760, -2.47166, 10.50831], [-16.30491, -4.81698, 12.20773], [-18.75931, -6.24751, 17.90453], [-19.94525, -5.76469, 18.69880], [-20.06653, -4.34646, 18.48879], [-20.99435, -6.26982, 18.03423], [-17.86304, -5.88278, 18.40630], [-18.84941, -5.97147, 16.85392], [-18.77528, -7.32317, 18.08002], [-19.84991, -6.01330, 19.75577], [-19.19985, -3.89608, 18.97263], [-21.01310, -4.10477, 18.97220], [-20.11935, -3.93415, 17.48116], [-20.78277, -6.08514, 17.11622]], "spin_multiplicity": 2, "charge": -2, "s2": 0.75, "homo_ev": [1.52, -4.12], "orbital_gap_ev": [2.80, 8.44]}

=====

3.
{"formula": "C4H8N4", "method": "the ωB97M-V functional and the def2-TZVPD basis", "species": ["C", "N", "N", "N", "C", "C", "C", "N", "H", "H", "H", "H", "H", "H", "H", "H"], "coordinates": [[2.54459, -0.18612, -0.40168], [1.22223, 0.21521, 0.00111], [0.83963, 1.43534, 0.33688], [-0.39696, 1.52765, 0.52118], [-1.00474, 0.29303, 0.14701], [-2.25223, 0.33008, -0.68180], [-0.66705, -0.81015, 1.03889], [0.07270, -0.63927, -0.13060], [3.28588, 0.47927, 0.07849], [2.92666, -1.11475, -0.29645], [2.65375, -0.00213, -1.49509], [-2.28140, -0.53190, -1.39364], [-2.33157, 1.29949, -1.09435], [-3.03303, 0.01044, -0.06959], [-0.28758, -0.58923, 2.06323], [-1.29086, -1.71696, 1.37641]], "de_lowest_kj_mol": 448.0, "homo_ev": -8.46, "smiles": "CN1N=N[C@]2(C)CN12", "orbital_gap_ev": 9.46}

=====

no.,maximum force (hartree/bohr),molar mass (g/mol)
1,0.26978,270.457
2,0.09873,585.516
3,0.10840,112.136